(1)
The following is a DFT calculation (wB97M-V/def2-TZVPD) of C28H22BrIrNP as an isolated structure at a distorted geometry.

Results
Relative energy (zero: lowest compared OMol25 entry of this formula, charge and spin)   56.0 kcal/mol
HOMO (alpha / beta)   -0.509 / -0.506 Ha
E_tot   -113036.7873 eV
Maximum force   3.81 eV Å⁻¹
Frontier orbital gap (alpha / beta)   0.2152 / 0.2129 hartree

```
! wB97M-V def2-TZVPD RIJCOSX def2/J DEFGRID3
* xyz 2 1
Ir -0.31 -0.07 1.15
N 0.52 1.89 1.98
C 0.98 2.89 1.03
C 1.27 4.18 1.45
C 1.75 5.11 0.54
C 1.93 4.77 -0.79
C 1.63 3.49 -1.22
C 1.14 2.55 -0.31
P 0.70 0.87 -0.83
C -1.12 0.83 -0.95
C -1.97 1.94 -0.74
C -3.33 1.78 -0.86
C -3.88 0.53 -1.15
C -3.06 -0.57 -1.34
C -1.68 -0.43 -1.25
C 1.32 0.60 -2.50
C 2.65 0.21 -2.68
C 3.16 0.08 -3.96
C 2.34 0.33 -5.05
C 1.01 0.71 -4.87
C 0.49 0.83 -3.59
H -0.09 2.34 2.66
H 1.32 1.55 2.52
H 1.15 4.44 2.49
H 1.98 6.11 0.88
H 2.29 5.50 -1.50
H 1.77 3.22 -2.26
H -1.54 2.91 -0.53
H -3.98 2.64 -0.74
H -4.95 0.42 -1.23
H -3.49 -1.54 -1.58
H -1.03 -1.27 -1.47
H 3.29 0.02 -1.82
H 4.18 -0.22 -4.11
H 2.73 0.23 -6.06
H 0.38 0.91 -5.72
H -0.54 1.13 -3.45
Br 2.10 -1.26 2.06
C 1.18 -2.84 2.60
C 1.93 -3.89 3.07
C 1.28 -5.05 3.50
C -0.09 -5.13 3.46
C -0.86 -4.05 2.97
C -2.27 -4.12 2.93
C -3.03 -3.07 2.48
C -2.39 -1.91 2.03
C -1.01 -1.79 2.03
C -0.22 -2.86 2.52
H 3.01 -3.82 3.11
H 1.86 -5.88 3.87
H -0.60 -6.02 3.81
H -2.76 -5.03 3.27
H -4.11 -3.13 2.46
H -3.01 -1.09 1.67
*
```

---

(2)
The following is a DFT calculation (wB97M-V/def2-TZVPD) of a 6-piece molecular cluster, C26H50B2Cl10FNO5P overall at a distorted geometry.

Results
HOMO   -0.173 Ha
E_tot   -178087.9629 eV
Maximum force   1.56 eV Å⁻¹
Frontier orbital gap   0.2408 hartree

```
! wB97M-V def2-TZVPD RIJCOSX def2/J DEFGRID3
* xyz -1 1
C 3.00 -2.52 1.61
C 2.83 -3.14 0.60
C 2.69 -3.85 -0.66
C 1.59 -3.32 -1.60
C 1.50 -1.79 -1.80
B -0.03 -1.22 -1.91
C -0.87 -2.05 -3.06
C -0.34 -1.70 -4.42
F -0.68 -2.66 -5.42
O 0.03 0.23 -2.44
C -0.39 1.03 -1.41
P -0.80 2.76 -1.92
C 0.54 2.97 -3.14
O -0.21 3.66 -0.66
C -1.34 0.21 -0.51
C -2.77 0.05 -1.12
C -3.39 -1.27 -0.80
O -3.75 -2.07 -1.62
N -3.59 -1.52 0.62
C -2.85 -2.70 1.05
C -5.00 -1.65 0.93
B -1.52 0.77 0.96
O -2.03 2.07 1.08
C -1.12 0.01 2.26
C 0.38 -0.37 2.28
O -0.70 -1.07 -0.58
H 3.14 -1.89 2.46
H 3.66 -3.91 -1.15
H 2.43 -4.88 -0.40
H 1.75 -3.77 -2.58
H 0.63 -3.69 -1.24
H 1.97 -1.55 -2.76
H 2.08 -1.25 -1.04
H -0.86 -3.14 -2.91
H -1.92 -1.77 -3.05
H -0.82 -0.77 -4.71
H 0.74 -1.58 -4.45
H 0.52 1.17 -0.75
H 0.45 3.96 -3.58
H 0.49 2.19 -3.90
H 1.52 2.92 -2.65
H 0.52 3.18 -0.23
H -3.44 0.79 -0.66
H -2.81 0.23 -2.20
H -2.82 -2.72 2.14
H -1.84 -2.67 0.66
H -3.33 -3.63 0.72
H -5.52 -2.33 0.25
H -5.10 -2.05 1.94
H -5.51 -0.68 0.91
H -2.99 2.13 1.05
H -1.72 -0.89 2.42
H -1.33 0.68 3.10
H 0.50 -1.43 2.06
H 0.95 0.18 1.53
H 0.81 -0.20 3.27
Cl 2.33 -1.66 5.38
C 2.38 -0.18 6.37
C 1.17 -0.06 7.28
Cl -0.32 0.24 6.36
H 2.45 0.67 5.70
H 3.28 -0.24 6.97
H 1.31 0.79 7.95
H 1.03 -0.96 7.87
Cl 1.51 -1.45 -9.99
C 0.31 -0.72 -8.88
C 0.86 0.49 -8.17
Cl 2.13 0.05 -7.00
H 0.01 -1.49 -8.17
H -0.54 -0.43 -9.48
H 0.05 0.96 -7.61
H 1.28 1.21 -8.87
Cl 5.53 0.86 7.34
C 7.21 0.34 7.05
C 7.27 -1.04 6.45
Cl 6.74 -2.29 7.60
H 7.74 0.38 7.99
H 7.65 1.06 6.36
H 8.30 -1.27 6.17
H 6.64 -1.12 5.56
Cl -4.44 2.36 -3.75
C -3.71 3.12 -5.19
C -3.16 2.09 -6.15
Cl -1.73 1.26 -5.49
H -2.93 3.80 -4.85
H -4.50 3.69 -5.68
H -2.85 2.58 -7.07
H -3.91 1.34 -6.39
Cl -1.03 4.01 7.27
C -0.85 4.15 5.49
C -2.18 4.06 4.78
Cl -2.87 2.43 4.88
H -0.18 3.36 5.17
H -0.40 5.12 5.30
H -2.03 4.27 3.72
H -2.90 4.76 5.18
*
```

---

(3)
The following is a DFT calculation (wB97M-V/def2-TZVPD) of an isolated ion of composition C9H20N3O and charge +1 at a distorted geometry.

Results
Relative energy (zero: lowest compared OMol25 entry of this formula, charge and spin)   37.6 kcal/mol
HOMO   -0.473 Ha
E_tot   -16167.2744 eV
Maximum force   5.56 eV Å⁻¹
SMILES   CC(C)(C)[N+]1(C(N)=O)CCNCC1
Frontier orbital gap   0.3782 hartree

```
! wB97M-V def2-TZVPD RIJCOSX def2/J DEFGRID3
* xyz 1 1
C -0.02 0.59 1.59
C -1.27 -1.99 1.11
C 1.08 -2.23 0.59
C -1.29 -0.84 0.08
C 1.03 -1.01 -0.20
C 1.03 2.24 -0.60
C 0.09 0.78 -2.43
C -1.51 1.84 -0.74
C -0.20 1.15 -0.89
N -0.19 -2.89 0.72
N 1.16 0.48 2.19
N -0.04 -0.02 0.12
O -1.07 1.03 2.04
H -1.24 -1.58 2.19
H -2.17 -2.50 0.83
H 1.75 -3.06 0.14
H 1.46 -2.09 1.68
H -1.29 -1.22 -0.99
H -2.08 -0.08 0.12
H 2.02 -0.53 -0.45
H 0.76 -1.48 -1.12
H 0.66 2.99 0.13
H 1.94 1.80 -0.26
H 1.10 2.81 -1.60
H -0.54 -0.09 -2.66
H 1.18 0.60 -2.69
H -0.28 1.55 -3.08
H -2.45 1.43 -0.98
H -1.53 2.21 0.26
H -1.35 2.76 -1.30
H -0.07 -3.63 1.34
H 2.01 -0.07 1.89
H 1.34 1.05 2.96
*
```